Molecular formula: CN4S2
Method: DFT, ωB97M-V with the def2-TZVPD basis set

Properties
* charge: -2
* relative energy (zero: lowest compared OMol25 entry of this formula, charge and spin): 34.1 kcal/mol
* LUMO level: 6.063 eV
* largest force on an atom: 2.52 eV Å⁻¹
* orbital gap: 5.17 eV

```
7
Properties=species:S:1:pos:R:3:forces:R:3
C 1.385578 -0.322896 0.927486 1.5217 -0.2963 1.4695
N -1.335673 0.730199 -0.882682 0.6252 1.0084 0.1456
N 1.215243 -1.143067 1.721526 -0.8183 -1.1120 0.8711
N -1.657783 1.683465 -1.441554 -0.4220 -0.4173 -0.1860
N -0.815348 -0.080110 -0.173426 -0.5558 1.2291 -0.0109
S -0.991086 -1.732632 -0.323692 -1.0297 -2.1725 -0.7595
S 2.199069 0.865041 0.172342 0.6789 1.7607 -1.5297
```
Positions in Å, forces in eV/Å.

The molecule's Mulliken atomic charges, reported in e, are given here: 0.26 0.44 -0.58 -0.77 -0.05 -0.69 -0.62


Molecular formula: C22H28Cl4F4O18
Method: DFT, ωB97M-V with the def2-TZVPD basis set

Properties
* SMILES: O=C1OC[C@@H](F)O1.O=C1OC[C@@H](F)O1.O=C1OC[C@@H](F)O1.O=C1OC[C@@H](F)O1.C[C@H]1COC(=O)O1.C[C@H]1COC(=O)O1.ClCCl.ClCCl
* LUMO level: -0.001 eV
* largest force on an atom: 3.13 eV Å⁻¹
* orbital gap: 10.82 eV

```
76
Properties=species:S:1:pos:R:3:forces:R:3
C -2.648560 1.942835 2.881420 -0.0693 1.1610 0.6028
C -3.617547 3.143224 2.789322 0.3085 -0.7261 0.5664
C -3.190554 4.285051 1.846647 1.1301 -2.0084 0.5153
O -4.025996 4.091324 0.722734 -0.3481 0.3400 0.2668
C -4.980527 3.142442 0.995505 -1.4456 1.3601 -2.4166
O -5.874760 2.929557 0.203371 1.4697 -0.3120 1.6160
O -4.803801 2.629828 2.196894 -0.7195 -0.4475 0.0467
H -2.351014 1.646206 1.876794 -0.0540 -0.1424 0.0473
H -3.098080 1.125974 3.443317 -0.1868 -0.0724 -0.2790
H -1.764116 2.233392 3.452107 0.1544 0.0746 -0.1853
H -3.919737 3.539472 3.758720 0.2133 -0.2352 0.1421
H -2.174519 4.012180 1.555559 0.1220 0.6286 -0.2262
H -3.183228 5.232652 2.381654 -0.5732 0.3556 -0.6949
C 3.899102 1.804972 2.445970 1.0270 -0.8411 0.5522
C 3.703953 0.407527 1.862404 -0.8533 0.9184 0.6029
C 2.382334 0.247971 1.063693 0.3121 -0.2496 0.9540
O 2.820623 -0.244336 -0.174895 0.4123 -0.3865 -0.9386
C 4.182693 -0.346014 -0.211665 -0.1727 -0.6307 -1.4329
O 4.774071 -0.777746 -1.173568 -0.6035 0.7200 1.2199
O 4.703965 0.134217 0.906443 0.8543 -0.1369 -0.5221
H 4.942991 1.911549 2.752096 0.1710 -0.0469 -0.3557
H 3.420184 1.856926 3.424329 -0.7206 0.3810 -0.3689
H 3.685219 2.599226 1.733945 -0.3775 0.0307 0.2099
H 3.802183 -0.358240 2.632035 -0.1364 0.0575 0.0359
H 1.801968 1.156758 0.908880 0.2157 0.1254 0.1364
H 1.745471 -0.495645 1.545152 -0.0728 0.0380 -0.0465
C 0.836901 -4.632105 -3.499029 -0.2153 -0.3154 0.1426
Cl -0.752819 -4.495968 -2.748663 -0.3320 -0.1605 -0.0186
Cl 1.682149 -3.099945 -3.389568 0.3113 0.1832 -0.1746
H 1.390600 -5.380677 -2.938619 0.1009 0.0746 -0.1821
H 0.681446 -4.942199 -4.528319 0.2199 0.2014 0.0225
C -0.167808 -1.335897 -0.606542 -0.3099 -0.0173 0.8314
Cl -1.214431 -2.649393 0.001675 -0.1223 0.0281 -0.2758
Cl -0.858446 0.185010 0.053790 0.4429 -0.2855 -0.4450
H 0.800613 -1.543415 -0.161506 0.0156 0.3462 -0.2067
H -0.118509 -1.307905 -1.691401 -0.3057 -0.0123 0.0821
C 3.058998 0.792625 -4.572325 0.1573 -1.1566 0.0439
C 3.046225 1.485686 -3.220351 0.8135 -0.7980 -1.0896
O 1.705646 1.447257 -2.859690 -0.1315 0.6658 1.4157
C 0.909144 0.933788 -3.819199 0.5621 -0.6690 -1.0715
O -0.261220 0.766501 -3.737317 0.1828 0.2175 0.2103
O 1.689022 0.570084 -4.867443 -0.7067 0.1623 -0.1756
F 3.513887 2.751274 -3.316988 -0.2319 0.7323 0.2926
H 3.537271 -0.175574 -4.405707 -0.0826 -0.1175 -0.2403
H 3.567104 1.258189 -5.413673 -0.1620 0.5062 0.2624
H 3.690498 0.920923 -2.546134 -0.3282 0.3385 0.5073
C 1.189598 -5.086474 0.226338 0.0246 0.8973 -0.2012
C 1.763259 -5.875058 1.367130 0.3895 0.8100 -0.4654
O 2.366580 -4.826872 2.125029 0.5888 -0.5010 -0.2367
C 2.803175 -3.872838 1.241886 -0.7010 1.2117 -0.3155
O 3.485818 -2.922210 1.495055 -0.2334 -1.0077 0.1775
O 2.187610 -4.045024 0.044812 0.1242 -0.5164 0.5145
F 2.744741 -6.687498 0.861348 -0.0828 -0.2372 0.5224
H 0.294712 -4.559323 0.551391 -0.2301 -0.3924 -0.1987
H 1.060316 -5.590275 -0.726097 -0.0505 -0.2162 0.2423
H 1.060488 -6.424791 1.987208 0.2121 -0.0655 0.0629
C -4.712069 -1.361735 0.796508 0.6952 -0.1666 -0.5751
C -4.394235 -2.147958 2.058721 -0.0939 -0.0911 -1.2311
O -5.462183 -3.058531 2.158134 0.3940 0.1899 0.5302
C -6.314168 -2.925869 1.096868 -0.0656 -0.4924 -0.2234
O -7.299447 -3.568754 0.950418 0.1734 0.1928 0.1476
O -5.810726 -2.052746 0.215234 -0.3939 0.6620 0.1457
F -4.375392 -1.276371 3.089355 -0.0883 0.0339 0.9332
H -3.915592 -1.373615 0.053688 0.1002 0.0124 0.1705
H -4.898178 -0.329029 1.092372 -0.5782 -0.0058 -0.2533
H -3.428804 -2.651638 2.012172 -0.1481 -0.2417 0.3444
C 1.406630 4.333547 -0.900513 0.9650 -1.0246 0.4741
C 0.358084 3.343108 -0.475758 -0.5166 0.8209 0.1513
O -0.807827 4.023651 -0.915088 -0.8940 -0.6050 0.4125
C -0.489775 4.795688 -1.970185 -0.0437 0.3046 -0.3699
O -1.241237 5.415416 -2.645579 0.2911 -0.3474 0.2532
O 0.859202 4.743176 -2.125915 0.5682 0.7635 -0.8816
F 0.294292 3.214289 0.868348 -0.1050 -0.0889 0.6327
H 2.379038 3.840489 -0.943615 0.0085 0.1390 -0.8430
H 1.546482 5.181870 -0.227906 -0.4881 -0.0402 0.2194
H 0.381017 2.345814 -0.913210 0.2431 0.1226 -0.1185
```
Positions in Å, forces in eV/Å.

The molecule's Mulliken atomic charges, reported in e, are given here: -1.03 0.22 0.17 -0.32 0.68 -0.57 -0.36 0.04 0.34 0.39 0.36 -0.20 0.29 -1.49 0.59 0.07 0.32 0.38 -0.59 -0.42 0.41 0.40 0.27 0.33 -0.45 0.34 -0.43 -0.12 -0.03 0.27 0.37 0.50 -0.25 0.10 -0.58 0.19 -0.64 0.94 -0.03 0.53 -0.49 -0.39 -0.37 0.27 0.33 -0.21 -0.02 0.19 -0.33 0.53 -0.53 -0.14 -0.30 0.03 0.15 0.37 0.21 0.53 -0.37 0.60 -0.50 -0.37 -0.29 0.12 -0.06 0.10 -0.48 1.06 -0.24 0.47 -0.53 -0.36 -0.31 0.21 0.35 -0.24


Molecular formula: C5H9N5OS
Method: DFT, ωB97M-V with the def2-TZVPD basis set

Properties
* SMILES: Cn1nnc([C@@](C)(N)C(O)=S)n1
* relative energy (zero: lowest compared OMol25 entry of this formula, charge and spin): 11.1 kcal/mol
* LUMO level: 0.109 eV
* largest force on an atom: 5.24 eV Å⁻¹
* orbital gap: 8.70 eV

```
21
Properties=species:S:1:pos:R:3:forces:R:3
C -0.425685 -0.429460 0.256002 -1.8373 -0.9990 -0.4653
C 0.036914 1.019517 2.087148 -1.7880 1.6065 2.6783
C 1.375096 -1.006435 1.929867 0.1622 -3.3897 0.5585
C -2.740909 0.097591 -2.262302 1.6242 4.9858 0.0721
C 0.645431 0.045815 1.177348 2.6822 1.3822 -1.7832
N -0.971605 -1.709667 0.110859 1.5309 1.3377 0.6488
N -1.031584 0.433769 -0.543223 0.1371 -1.2417 -0.9407
N -1.826609 -1.617036 -0.836276 -0.3508 0.0540 -0.6484
N -1.831724 -0.373636 -1.262721 0.1799 0.6294 1.5759
N 1.724790 0.727822 0.298380 -0.3246 -3.1539 1.8439
O -0.420050 2.194420 1.647412 0.6353 0.3443 -1.9615
S -0.336032 0.762091 3.662699 0.3277 -0.2913 -0.3097
H 1.375374 -0.997681 3.036672 -0.1756 0.6973 -0.8081
H 2.420341 -1.141946 1.606975 -0.5669 0.3045 -0.0897
H 0.837729 -1.954684 1.698335 0.5901 0.2614 0.2258
H -2.073841 0.386672 -3.197086 -1.8349 -0.1028 1.8716
H -3.342017 -0.672919 -2.484813 -2.1548 -2.7962 -1.0175
H -3.448898 0.976267 -1.779546 2.1335 -2.0016 -1.5590
H -0.278181 2.316937 0.674197 -0.2163 -0.3216 0.8505
H 1.663454 1.651305 0.049285 -0.6549 2.4094 -0.7618
H 1.984246 0.111551 -0.460944 -0.0991 0.2854 0.0196
```
Positions in Å, forces in eV/Å.

The molecule's Mulliken atomic charges, reported in e, are given here: -0.16 -0.19 -1.63 -0.86 1.83 -0.20 -0.42 -0.64 0.83 -0.55 -0.49 -0.32 0.34 0.32 0.40 0.26 0.38 0.26 0.39 0.21 0.23